(1)
Here is a 5-piece molecular cluster, C23H47F4N2O6S overall at a distorted geometry from the Open Molecules 2025 dataset. Energies are from the ωB97M-V functional and the def2-TZVPD basis.

Properties
Total charge: +1
Lowest unoccupied orbital energy (eV): -6.0
HOMO energy (eV): -10.68
2S+1: 1
Gap between HOMO and LUMO (eV): 4.69

Each line ends with the Löwdin charge.
CARTESIAN COORDINATES (ANGSTROEM)
O -2.35390 -1.51845 -0.89371  -0.316
S -2.48487 -2.65515 -1.74677  0.714
O -1.25268 -2.95852 -2.41126  -0.300
C -3.07144 -4.09072 -0.75048  -0.111
C -2.57901 -5.37343 -1.36735  -0.146
N -3.35848 -6.04919 -2.19164  0.111
N -3.11001 -7.18256 -2.79283  0.152
C -1.93352 -7.68470 -2.55953  -0.023
C -0.96712 -7.09075 -1.71842  0.109
C -1.30343 -5.90288 -1.11199  -0.014
C -0.25489 -5.29312 -0.17916  -0.404
F 0.93169 -5.45838 -0.81671  0.132
F -0.39249 -3.98697 0.04064  0.145
C -0.15529 -6.13412 1.15917  -0.286
F 1.14567 -6.43532 1.36432  0.108
F -0.57760 -5.43198 2.21394  0.129
H -3.43236 -2.31148 -2.67408  0.111
H -4.16856 -4.06051 -0.82869  0.125
H -2.75554 -3.93887 0.28218  0.130
H -4.27019 -5.63706 -2.38843  0.199
H -1.65154 -8.63193 -3.01115  0.144
H -0.00644 -7.56233 -1.53911  0.157
H -0.65793 -7.10619 1.06117  0.170
C 2.14576 1.40178 -2.73140  -0.067
C 2.80086 0.82701 -1.48681  -0.270
O 2.00721 0.94256 -0.31916  -0.168
C 0.74756 0.29976 -0.34435  -0.270
C 0.81463 -1.20086 -0.56088  -0.083
H 1.88831 2.45101 -2.57750  0.079
H 2.82398 1.32851 -3.58240  0.081
H 1.22707 0.87263 -2.99102  0.065
H 3.71787 1.37873 -1.28272  0.091
H 3.09498 -0.21674 -1.64613  0.112
H 0.09874 0.77067 -1.09195  0.111
H 0.29454 0.49660 0.62866  0.120
H 1.24396 -1.45732 -1.53133  0.077
H -0.18315 -1.62327 -0.51740  0.014
H 1.43311 -1.67277 0.20654  0.089
C 5.42239 2.50121 0.98743  -0.070
C 6.14653 2.53005 -0.34933  -0.292
O 7.24110 3.42471 -0.38629  -0.156
C 8.28519 3.17698 0.53938  -0.279
C 8.93915 1.81527 0.37785  -0.081
H 5.07544 3.50075 1.25432  0.084
H 4.56040 1.83283 0.93768  0.064
H 6.06859 2.15117 1.79373  0.068
H 5.45213 2.87142 -1.11891  0.108
H 6.46656 1.52289 -0.64243  0.107
H 7.92497 3.31794 1.56423  0.107
H 9.03016 3.95305 0.36346  0.119
H 8.23727 1.00006 0.56090  0.064
H 9.76461 1.70831 1.08264  0.077
H 9.32633 1.69577 -0.63534  0.081
C -4.40879 -0.45680 2.40658  -0.072
C -4.40029 0.03284 0.96716  -0.281
O -5.65102 -0.10282 0.30874  -0.170
C -6.74191 0.60162 0.88429  -0.279
C -6.53564 2.10476 0.94598  -0.074
H -4.72578 -1.50164 2.45441  0.075
H -3.41033 -0.37320 2.83837  0.079
H -5.09013 0.12010 3.03272  0.069
H -3.69700 -0.56374 0.38934  0.069
H -4.04884 1.06890 0.91232  0.109
H -6.97325 0.19779 1.87572  0.107
H -7.60434 0.38570 0.25291  0.117
H -5.69164 2.37648 1.58157  0.063
H -7.42511 2.58998 1.34879  0.081
H -6.33980 2.50448 -0.05028  0.083
C -2.55690 4.60560 1.24131  -0.086
C -1.55808 5.74493 1.37230  -0.280
O -0.41059 5.41386 2.13104  -0.155
C 0.37864 4.34614 1.63692  -0.277
C 0.93579 4.58283 0.24415  -0.072
H -2.87033 4.25794 2.22759  0.080
H -3.43800 4.93807 0.69010  0.076
H -2.13396 3.75094 0.70954  0.058
H -2.03383 6.57571 1.89388  0.119
H -1.26778 6.12214 0.38559  0.108
H -0.18759 3.40800 1.67561  0.101
H 1.20684 4.23695 2.33740  0.120
H 0.14458 4.68150 -0.50161  0.066
H 1.57088 3.74569 -0.05185  0.061
H 1.52786 5.49914 0.21780  0.085

Cartesian forces (eV/Å) of the 2 atoms listed first:
-1.264 -0.299 0.547
2.312 2.307 0.268

***

(2)
Here is C23H47FN2O2ReSSbSi as an isolated structure at a distorted geometry from the Open Molecules 2025 dataset. Energies are from the ωB97M-V functional and the def2-TZVPD basis.

Properties
Total charge: -1
Lowest unoccupied orbital energy (alpha / beta) (eV): 2.5 / 2.5
Expectation value of S²: 3.778
HOMO energy (alpha / beta) (eV): -3.50 / -4.47
2S+1: 4
Gap between HOMO and LUMO (alpha / beta) (eV): 5.96 / 6.93

Each line ends with the Löwdin charge.
CARTESIAN COORDINATES (ANGSTROEM)
Re -0.05010 -0.04571 0.01234  0.941
C 5.17688 3.06586 1.01379  -0.032
N 4.26088 2.13121 0.38989  -0.055
C 4.67048 1.29988 -0.59782  -0.064
C 3.81946 0.46752 -1.23324  0.012
C 2.45714 0.48237 -0.79268  -0.524
O 1.54988 -0.23577 -1.33171  -0.219
N 2.08334 1.24606 0.23799  0.084
C 2.90139 2.15135 0.81502  -0.528
O 2.57056 2.97182 1.65442  0.019
H 6.18794 2.66128 0.99145  0.084
H 4.85892 3.22615 2.04003  0.087
H 5.16533 4.03245 0.50497  0.095
H 5.72508 1.33742 -0.83959  0.124
H 4.14178 -0.20922 -2.00865  0.110
C 0.48151 5.98301 1.49289  -0.216
C -0.00532 5.70231 0.07429  -0.473
Sb -0.41935 3.56528 -0.22595  1.381
C -2.14957 3.48994 1.10969  -0.448
C -3.15710 4.62735 1.00031  -0.200
C -1.47720 3.87703 -2.14205  -0.460
C -2.04129 5.26220 -2.44228  -0.214
H 0.77843 7.02964 1.61871  0.055
H 1.33633 5.35191 1.73920  0.041
H -0.30684 5.76830 2.21864  0.055
H 0.76255 5.97267 -0.65628  0.035
H -0.89741 6.28746 -0.15716  0.022
H -1.72881 3.43543 2.11618  0.039
H -2.61463 2.52731 0.90063  0.003
H -2.67939 5.60558 1.09720  0.046
H -3.91147 4.55548 1.79063  0.059
H -3.67550 4.59010 0.04140  0.050
H -2.26361 3.12484 -2.15944  -0.011
H -0.75411 3.59492 -2.91121  0.029
H -2.80521 5.54437 -1.71717  0.041
H -2.50235 5.28242 -3.43562  0.058
H -1.26467 6.02995 -2.42820  0.048
C -3.33576 -2.75504 -0.38622  -0.132
C -2.25356 -2.97726 0.67921  -0.613
C -2.62855 -2.06497 1.85896  -0.123
C -2.33840 -4.43334 1.15571  -0.106
Si -0.46712 -2.47250 -0.00238  0.728
C 0.90703 -3.21666 1.21455  -0.622
C 2.23761 -2.48758 0.96212  -0.124
C 1.14880 -4.72212 1.05595  -0.104
C 0.53680 -2.93942 2.67820  -0.116
C -0.23092 -3.29555 -1.79519  -0.602
C 1.25043 -3.33758 -2.20706  -0.117
C -0.77616 -4.72651 -1.88418  -0.107
C -0.93709 -2.44344 -2.85946  -0.141
H -4.32590 -2.87289 0.07074  0.079
H -3.26358 -3.46888 -1.20828  0.055
H -3.26661 -1.74443 -0.78805  -0.006
H -3.63768 -2.31653 2.20876  0.078
H -2.62428 -1.02059 1.54863  0.043
H -1.94598 -2.17365 2.70130  0.055
H -3.36099 -4.64932 1.48845  0.080
H -1.67581 -4.61527 2.00324  0.052
H -2.08780 -5.14256 0.36492  0.056
H 2.54318 -2.53485 -0.08308  0.055
H 3.03060 -2.93863 1.57234  0.082
H 2.16225 -1.43407 1.25220  0.057
H 1.54944 -4.96270 0.07198  0.053
H 0.23099 -5.29526 1.19902  0.060
H 1.88039 -5.06166 1.80105  0.079
H 0.25552 -1.89232 2.81808  0.067
H 1.39701 -3.15344 3.32499  0.080
H -0.29039 -3.56641 3.01110  0.058
H 1.82800 -4.04904 -1.61545  0.055
H 1.70374 -2.35183 -2.12043  0.049
H 1.32558 -3.64929 -3.25653  0.080
H -0.31635 -5.38672 -1.14570  0.060
H -0.56370 -5.13542 -2.87990  0.080
H -1.85672 -4.75221 -1.74465  0.053
H -0.52869 -1.43452 -2.87739  0.031
H -2.00567 -2.35392 -2.67403  0.050
H -0.79058 -2.90022 -3.84712  0.078
S -1.90567 0.46516 -1.16110  0.037
F -0.79734 0.47325 1.71411  -0.551

Cartesian forces (eV/Å) of the 2 atoms listed first:
-1.031 1.166 -0.215
0.007 0.138 0.038